The following is a DFT calculation (ωB97M-V/def2-TZVPD) of an isolated ion of composition C4H11N2 and charge +1 at a distorted geometry.

The geometry in ORCA input format:
```
! wB97M-V def2-TZVPD RIJCOSX def2/J DEFGRID3
* xyz 1 1
C 1.48 -1.03 -0.72
C -1.91 1.53 1.15
C -0.56 0.88 0.93
C -0.35 0.34 -0.70
N 2.20 -2.10 -0.67
N 0.20 -1.02 -0.85
H 2.07 -0.07 -0.65
H -2.25 2.09 0.25
H -2.65 0.81 1.39
H -1.88 2.25 1.92
H -0.44 0.08 1.66
H 0.23 1.70 1.29
H -1.27 0.38 -1.30
H 0.32 0.99 -1.08
H 3.22 -2.00 -0.76
H 1.95 -3.04 -0.97
H -0.37 -1.79 -0.91
*
```

Strongest force on any atom, eV Å⁻¹: 5.19
HOMO, eV: -14.667
Molar mass, g mol⁻¹: 87.1
LUMO energy, eV: -3.63
HOMO-LUMO gap, eV: 11.04
Energy above the lowest of the compared OMol25 structures with the same formula, charge and spin, kcal per mole: 39.4
DFT total energy, a.u.: -268.24204

The following is a DFT calculation (ωB97M-V/def2-TZVPD) of one molecule with the formula C9H9NOS at a distorted geometry.

The geometry in ORCA input format:
```
! wB97M-V def2-TZVPD RIJCOSX def2/J DEFGRID3
* xyz 0 1
C 1.23 -2.07 -1.90
C 0.43 -2.99 -1.55
C -1.35 1.40 -0.76
C -1.19 1.60 1.82
C -0.31 0.93 -1.45
C -0.17 1.28 2.60
C 1.55 -0.66 -1.15
C -1.37 0.74 0.60
C -0.17 -0.15 0.52
N 0.45 0.05 -0.68
O 0.40 -1.27 2.87
S 0.82 -0.15 2.03
H 1.89 -2.16 -2.75
H -0.29 -3.12 -0.77
H -2.08 2.10 -1.10
H -1.90 2.38 2.03
H 0.00 1.16 -2.45
H 0.09 1.73 3.53
H 2.19 -0.94 -0.31
H 2.10 -0.06 -1.88
H -2.32 0.19 0.72
*
```

Strongest force on any atom, eV Å⁻¹: 2.31
HOMO (spin up / spin down), eV: -7.175 / -8.778
Molar mass, g mol⁻¹: 179.2
LUMO energy (spin up / spin down), eV: -0.38 / -0.22
HOMO-LUMO gap (spin up / spin down), eV: 6.79 / 8.56
Energy above the lowest of the compared OMol25 structures with the same formula, charge and spin, kcal per mole: 151.5
DFT total energy, a.u.: -876.29114

The following is a DFT calculation (ωB97M-V/def2-TZVPD) of C30H45MnNP2 as an isolated structure at a distorted geometry.

The geometry in ORCA input format:
```
! wB97M-V def2-TZVPD RIJCOSX def2/J DEFGRID3
* xyz 2 4
Mn 0.03 -0.63 -0.01
C -2.94 -1.84 -2.88
C -1.50 -1.61 -3.34
C -0.74 -2.92 -3.50
P -0.64 -0.50 -2.17
C 1.07 -0.15 -2.79
C 1.54 1.25 -2.38
C 1.99 -1.22 -2.18
C -1.51 1.07 -2.09
C -2.08 1.71 -3.17
C -2.60 3.00 -3.02
C -2.50 3.66 -1.80
C -1.96 3.02 -0.70
C -1.51 1.69 -0.81
N -1.02 0.96 0.26
C -1.39 1.24 1.57
C -2.63 1.82 1.90
C -2.89 2.18 3.20
C -1.94 1.96 4.19
C -0.74 1.32 3.89
C -0.48 0.91 2.60
P 0.98 -0.02 2.07
C 2.43 0.99 2.60
C 2.37 2.40 2.02
C 3.75 0.30 2.27
C 1.16 -1.58 3.07
C 1.59 -2.70 2.13
C -0.08 -1.95 3.89
H -3.47 -2.44 -3.63
H -3.50 -0.90 -2.75
H -2.95 -2.37 -1.94
H -1.49 -1.06 -4.29
H -0.56 -3.40 -2.54
H 0.21 -2.79 -4.02
H -1.34 -3.61 -4.10
H 1.07 -0.24 -3.88
H 1.49 1.39 -1.29
H 0.94 2.04 -2.83
H 2.57 1.39 -2.68
H 1.91 -1.27 -1.08
H 3.03 -0.99 -2.38
H 1.78 -2.22 -2.55
H -2.11 1.23 -4.13
H -3.05 3.50 -3.87
H -2.84 4.68 -1.70
H -1.84 3.55 0.24
H -3.39 1.95 1.13
H -3.84 2.63 3.45
H -2.14 2.27 5.21
H -0.03 1.12 4.68
H 2.30 1.03 3.68
H 2.62 2.39 0.95
H 3.11 3.03 2.52
H 1.40 2.88 2.15
H 3.92 0.27 1.19
H 3.81 -0.72 2.65
H 4.57 0.86 2.72
H 1.98 -1.38 3.76
H 0.82 -2.94 1.40
H 1.78 -3.62 2.70
H 2.52 -2.46 1.60
H -0.95 -2.07 3.26
H -0.31 -1.21 4.65
H 0.11 -2.90 4.41
C -2.49 -4.74 1.80
C -3.22 -3.42 1.48
C -4.40 -3.69 0.53
C -3.75 -2.78 2.78
C -2.26 -2.49 0.85
C -1.40 -1.75 0.42
H -3.15 -5.38 2.38
H -1.59 -4.55 2.38
H -2.22 -5.26 0.88
H -5.08 -4.40 1.01
H -4.06 -4.13 -0.41
H -4.95 -2.77 0.31
H -4.50 -3.44 3.22
H -4.21 -1.81 2.58
H -2.94 -2.65 3.51
*
```

Strongest force on any atom, eV Å⁻¹: 2.30
HOMO (spin up / spin down), eV: -13.684 / -13.794
Molar mass, g mol⁻¹: 536.6
LUMO energy (spin up / spin down), eV: -8.25 / -7.88
HOMO-LUMO gap (spin up / spin down), eV: 5.43 / 5.91
Expectation value of S²: 3.9288
DFT total energy, a.u.: -3057.96156

The following is a DFT calculation (ωB97M-V/def2-TZVPD) of one molecule with the formula C5H11NO at a distorted geometry.

The geometry in ORCA input format:
```
! wB97M-V def2-TZVPD RIJCOSX def2/J DEFGRID3
* xyz 0 1
C -2.32 0.46 1.13
N -1.53 -0.08 0.03
C 2.22 0.00 -1.18
C 0.71 -0.53 -1.25
C -0.09 0.17 -0.07
C 0.38 -0.43 1.24
O 1.41 0.06 1.79
H -2.19 -0.12 2.07
H -1.98 1.55 1.43
H -3.31 0.27 0.84
H -1.95 0.03 -0.88
H 2.66 -0.29 -2.17
H 2.55 1.08 -1.17
H 2.59 -0.65 -0.35
H 0.17 -0.04 -2.11
H 0.80 -1.62 -1.03
H 0.13 1.31 -0.03
H -0.24 -1.17 1.70
*
```

Strongest force on any atom, eV Å⁻¹: 5.97
HOMO, eV: -8.943
Molar mass, g mol⁻¹: 101.1
LUMO energy, eV: 0.86
HOMO-LUMO gap, eV: 9.81
Energy above the lowest of the compared OMol25 structures with the same formula, charge and spin, kcal per mole: 67.2
DFT total energy, a.u.: -327.02433

The following is a DFT calculation (ωB97M-V/def2-TZVPD) of a 6-piece molecular cluster, C25H38N9 overall at a distorted geometry.

The geometry in ORCA input format:
```
! wB97M-V def2-TZVPD RIJCOSX def2/J DEFGRID3
* xyz 1 1
C 1.57 0.83 0.73
N 3.04 1.14 0.59
C 3.45 2.38 1.36
C 2.69 3.76 0.91
C 1.51 4.15 1.99
N 0.46 4.80 1.11
C 0.64 4.05 -0.23
N -0.40 3.57 -1.01
N 2.15 3.92 -0.50
H 0.93 1.25 -0.17
H 1.45 -0.36 0.69
H 1.08 1.17 1.74
H 3.54 0.32 1.04
H 3.29 2.28 2.53
H 4.61 2.56 1.17
H 3.51 4.60 0.97
H 1.16 3.18 2.58
H 1.93 5.02 2.69
H -0.44 4.34 1.42
H -0.27 3.25 -2.01
H -1.35 3.52 -0.55
H 2.30 4.87 -0.94
N -2.36 5.51 -2.78
C -3.43 5.24 -3.59
C -3.88 6.44 -4.10
C -3.06 7.46 -3.58
C -2.12 6.86 -2.77
H -1.83 4.82 -2.26
H -3.77 4.22 -3.74
H -4.72 6.56 -4.78
H -3.14 8.52 -3.78
H -1.31 7.28 -2.18
N 3.74 -2.44 1.74
C 3.11 -3.21 2.67
C 4.03 -3.57 3.63
C 5.27 -2.98 3.26
C 5.06 -2.29 2.09
H 3.31 -2.04 0.91
H 2.05 -3.44 2.58
H 3.83 -4.18 4.50
H 6.21 -3.06 3.79
H 5.74 -1.71 1.48
N -1.87 -2.88 -0.35
C -2.46 -1.66 -0.53
C -1.59 -0.87 -1.25
C -0.44 -1.65 -1.53
C -0.64 -2.89 -0.96
H -2.28 -3.66 0.14
H -3.44 -1.46 -0.13
H -1.77 0.15 -1.55
H 0.44 -1.34 -2.07
H -0.02 -3.77 -0.94
N -0.16 -4.32 3.88
C 0.49 -4.24 5.09
C 0.22 -5.40 5.79
C -0.62 -6.20 4.97
C -0.83 -5.50 3.80
H -0.14 -3.60 3.17
H 1.09 -3.38 5.34
H 0.59 -5.64 6.78
H -1.02 -7.17 5.22
H -1.41 -5.76 2.92
N -3.35 -1.93 -5.51
C -2.70 -1.86 -4.31
C -2.97 -3.01 -3.61
C -3.81 -3.81 -4.42
C -4.03 -3.12 -5.59
H -3.34 -1.21 -6.23
H -2.10 -0.99 -4.05
H -2.60 -3.25 -2.62
H -4.22 -4.78 -4.18
H -4.61 -3.37 -6.47
*
```

Strongest force on any atom, eV Å⁻¹: 6.50
HOMO, eV: -9.763
Molar mass, g mol⁻¹: 464.6
LUMO energy, eV: -4.86
HOMO-LUMO gap, eV: 4.90
DFT total energy, a.u.: -1467.78118

The following is a DFT calculation (ωB97M-V/def2-TZVPD) of C50H55BrHfN6OP2SSi as an isolated structure.

The geometry in ORCA input format:
```
! wB97M-V def2-TZVPD RIJCOSX def2/J DEFGRID3
* xyz 0 1
Hf 1.32 -1.02 -0.33
C 0.86 -4.30 2.04
Si 0.63 -2.45 1.89
C -1.18 -2.01 2.20
C -2.21 -2.92 1.92
C -3.54 -2.54 1.96
C -3.88 -1.23 2.27
C -2.88 -0.32 2.57
C -1.54 -0.70 2.53
P -1.45 0.04 -1.30
C -3.26 -0.02 -1.05
C -3.90 1.11 -0.54
C -5.27 1.12 -0.35
C -6.02 -0.01 -0.65
C -5.38 -1.14 -1.14
C -4.01 -1.15 -1.33
C -1.34 0.78 -2.99
C -0.26 0.45 -3.81
C -0.07 1.09 -5.02
C -0.95 2.07 -5.45
C -2.04 2.40 -4.65
C -2.23 1.75 -3.43
C 1.56 -1.63 3.32
C 2.67 -2.26 3.89
C 3.49 -1.61 4.80
C 3.22 -0.30 5.15
C 2.10 0.34 4.64
C 1.28 -0.33 3.74
P -0.24 0.45 3.11
C -1.05 0.42 4.92
C -2.09 1.26 5.29
C -2.77 1.11 6.50
C -2.41 0.09 7.37
C -1.38 -0.77 7.01
C -0.72 -0.60 5.81
C -0.58 2.26 2.96
C -0.16 3.21 3.88
C -0.51 4.54 3.72
C -1.34 4.93 2.68
C -1.79 3.98 1.77
C -1.38 2.66 1.90
H 0.59 -4.61 3.05
H 1.89 -4.57 1.85
H 0.23 -4.85 1.34
H -1.96 -3.94 1.67
H -4.32 -3.27 1.75
H -4.91 -0.92 2.28
H -3.16 0.69 2.85
H -3.32 2.00 -0.30
H -5.75 2.01 0.04
H -7.09 -0.01 -0.49
H -5.96 -2.03 -1.36
H -3.52 -2.04 -1.70
H 0.43 -0.32 -3.50
H 0.78 0.81 -5.65
H -0.81 2.57 -6.40
H -2.75 3.14 -4.97
H -3.09 2.02 -2.83
H 2.92 -3.28 3.60
H 4.34 -2.12 5.22
H 3.86 0.23 5.85
H 1.88 1.35 4.95
H -2.41 2.07 4.64
H -3.57 1.79 6.75
H -2.93 -0.03 8.31
H -1.09 -1.57 7.68
H 0.08 -1.30 5.56
H 0.41 2.91 4.75
H -0.16 5.28 4.43
H -1.65 5.96 2.57
H -2.44 4.26 0.95
H -1.68 1.92 1.17
C 2.71 -2.44 -5.52
N 1.74 -2.94 -4.56
C 1.20 -4.25 -4.93
C 0.54 -4.73 -3.65
N 1.24 -3.96 -2.66
C 1.21 -4.35 -1.27
C 1.80 -2.84 -3.17
N 2.25 -1.85 -2.45
C 3.16 -0.89 -3.06
C 3.52 0.17 -2.04
N 2.32 0.94 -1.67
C 2.37 2.20 -1.98
N 3.40 2.82 -2.72
C 3.65 2.38 -4.08
C 3.30 4.27 -2.55
C 1.94 4.49 -1.89
N 1.46 3.15 -1.65
C 0.37 3.00 -0.74
H 2.36 -2.74 -6.51
H 3.70 -2.87 -5.37
H 2.78 -1.36 -5.53
H 2.00 -4.92 -5.25
H 0.49 -4.14 -5.75
H 0.70 -5.80 -3.48
H -0.53 -4.53 -3.62
H 0.22 -4.23 -0.83
H 1.94 -3.79 -0.70
H 1.49 -5.41 -1.20
H 2.67 -0.39 -3.90
H 4.07 -1.37 -3.42
H 4.35 0.78 -2.39
H 3.91 -0.32 -1.14
H 3.19 1.42 -4.26
H 4.72 2.29 -4.29
H 3.21 3.09 -4.79
H 3.37 4.75 -3.53
H 4.12 4.65 -1.93
H 1.24 5.04 -2.52
H 2.04 5.02 -0.94
H 0.15 1.96 -0.58
H 0.60 3.46 0.22
H -0.51 3.48 -1.17
Br 3.65 -2.20 0.53
O 1.71 1.40 1.32
C 0.84 0.53 1.27
S -0.81 -1.93 -1.52
*
```

Strongest force on any atom, eV Å⁻¹: 0.87
HOMO, eV: -5.589
Molar mass, g mol⁻¹: 1136.5
LUMO energy, eV: 0.35
HOMO-LUMO gap, eV: 5.94
Energy above the lowest of the compared OMol25 structures with the same formula, charge and spin, kcal per mole: 69.6
DFT total energy, a.u.: -6334.55515